C43H105N3O11S8 | the ωB97M-V functional and the def2-TZVPD basis

E   -159948.656 eV
Spin multiplicity   1
LUMO level   -0.06 eV
Energy relative to the best compared isomer or geometry (same formula, charge and spin)   0.000 eV
HOMO   -7.655 eV
Net charge   0
Kohn-Sham gap   7.600 eV

```
170
Properties=species:S:1:pos:R:3:forces:R:3:lowdin_charge:R:1
S 0.0067 6.4983 0.6074 -1.198 -3.233 -0.087 0.835
S -1.3107 1.2920 -6.6854 1.695 -1.534 2.918 0.852
S 0.8829 4.8065 8.3586 -0.937 -2.034 0.101 0.830
S 3.0319 -8.3523 -3.5790 1.733 -0.141 -0.179 0.862
S 8.3386 5.9447 4.1199 0.501 2.018 0.435 0.840
S 3.6416 -3.1719 9.2840 0.877 0.022 0.698 0.816
S -5.6048 0.1045 9.9207 -0.691 -0.472 -3.211 0.867
S -7.8249 3.3737 1.3073 -0.291 -0.270 -0.171 0.811
O 4.0757 -9.4928 -3.4386 -1.860 2.692 0.224 -0.589
O -6.3632 -0.6128 8.7622 1.381 1.533 2.349 -0.603
O -9.1482 3.8172 1.8420 0.480 0.295 -0.286 -0.579
O 0.5278 -2.0160 -1.2549 0.135 0.415 -0.882 -0.004
O -0.4378 0.9169 -5.4430 -1.206 1.293 -2.116 -0.619
O -7.7786 -11.1805 -2.0644 -0.841 0.320 -0.070 -0.014
O 0.1797 3.4531 8.2416 0.542 1.674 0.255 -0.597
O 4.4630 -3.9717 10.2587 -0.464 0.211 -1.057 -0.579
O 8.6190 4.7061 -3.6440 -0.233 -0.645 -0.511 0.009
O -1.1363 5.6926 1.2620 1.478 1.653 -0.479 -0.592
O 7.7376 6.4456 5.4164 -0.256 -0.877 -1.356 -0.577
N 8.5448 5.8028 -4.4682 -1.346 3.439 -0.200 -0.149
N 0.5044 -1.3457 -0.0620 -0.898 1.004 4.216 -0.155
N -8.5613 -10.1224 -2.5725 0.346 2.170 0.319 -0.088
C 9.8376 6.4767 -4.6063 0.120 0.852 -1.287 -0.495
C -9.8588 -8.1021 -2.0767 -1.034 1.505 -0.596 -0.159
C -3.8246 -0.2821 9.6026 -0.018 0.864 -0.584 -0.274
C -9.9906 -9.8093 -0.4036 1.170 -2.018 0.074 -0.035
C 10.3260 6.8182 -3.2446 1.099 -1.457 2.057 -0.062
C 9.2889 7.4343 3.6142 0.031 0.867 -1.179 -0.273
C 0.1882 8.1451 1.3223 -0.779 0.184 -0.456 -0.261
C 9.8136 7.8978 -5.3028 -2.446 -0.143 -1.347 -0.120
C 1.5850 -0.4213 1.9091 -1.186 -1.033 1.796 -0.153
C 1.8629 -1.0250 0.5787 -2.592 -1.101 -0.884 -0.503
C -7.7760 -8.5527 -0.7371 -0.204 -0.267 -0.900 -0.028
C -1.5230 -2.7690 0.6087 0.414 0.603 -0.334 -0.036
C 3.8430 -6.7469 -4.2297 -0.346 0.467 0.567 -0.250
C -2.3404 -0.2543 -6.7512 -1.125 1.673 -0.678 -0.250
C 7.4427 7.2827 -6.1248 0.839 -0.959 0.103 -0.101
C -6.8805 2.9998 2.8247 0.355 2.168 0.473 -0.271
C 8.8361 7.8703 -6.5063 0.029 -0.358 0.475 -0.176
C -10.2833 -11.7307 -3.4152 0.128 -0.134 -1.088 -0.025
C -0.8662 -0.8198 2.0451 1.082 -0.822 -0.126 -0.153
C -0.5306 6.6791 -1.1344 -0.543 1.685 -0.226 -0.257
C 10.7584 5.4982 -5.3785 1.001 0.853 0.576 -0.014
C -10.1978 -9.3249 -4.2411 -0.928 -0.551 0.530 -0.154
C 2.0110 -3.9602 9.2309 -0.394 0.200 -0.252 -0.282
C 0.4704 -1.2126 2.6992 0.477 2.412 -0.038 -0.151
C 2.3711 -7.6892 -1.9359 0.061 -0.870 -0.044 -0.251
C 7.5458 5.7977 -5.5534 -0.940 0.985 1.429 -0.508
C -6.9129 4.8358 0.4730 -0.122 -1.186 0.822 -0.219
C -8.4708 -10.8542 -4.9121 0.784 -1.315 -0.086 -0.055
C -2.5257 2.5979 -6.1470 -0.632 -1.098 0.124 -0.254
C -10.8997 -8.5684 -3.1186 1.094 0.315 -0.999 -0.170
C -9.4219 -10.5535 -3.7269 1.416 1.709 -0.927 -0.514
C 2.4349 0.1335 -0.2110 1.461 -0.689 -0.703 -0.046
C 7.8530 4.8859 -6.6656 0.957 -0.540 -2.229 -0.069
C 4.2539 -3.3046 7.4683 -1.707 -1.243 1.271 -0.219
C -5.3748 1.9450 9.5245 0.359 0.008 1.047 -0.252
C 1.7600 5.0092 6.7736 0.912 1.918 1.002 -0.269
C 6.1502 5.4187 -4.9790 0.387 0.517 0.149 -0.033
C 2.6948 -2.3313 0.7013 0.568 1.114 -1.352 -0.010
C -1.7888 -0.3321 -0.2875 1.082 0.338 0.388 -0.037
C -0.5021 6.0585 8.3563 0.429 -0.380 -0.577 -0.238
C -8.9953 -9.1719 -1.4491 -2.345 -0.546 0.180 -0.467
C 7.1466 6.0728 2.6916 -0.143 -0.091 1.214 -0.260
C -0.8821 -1.3130 0.5796 -1.012 -0.985 -0.669 -0.420
H 1.3204 -3.3651 8.6334 0.361 -0.302 -1.054 0.046
H -9.5585 -10.7785 -0.1545 0.137 -0.415 0.347 0.061
H 5.8699 5.9319 -4.0591 0.283 0.752 -0.176 0.080
H 0.4163 -1.2037 -1.7541 0.021 -0.627 -1.611 0.100
H 4.8236 -6.4887 -3.8301 0.191 -0.768 -0.002 0.047
H -0.0501 8.9239 0.5979 0.159 0.055 0.067 0.045
H -6.9761 3.8948 3.4395 -0.262 0.516 -0.098 0.041
H -2.3866 -2.9604 1.2455 -0.282 0.996 0.174 0.069
H -0.8548 6.0405 7.3251 -0.345 0.335 0.176 0.042
H -2.9638 -0.1291 -7.6365 -0.252 -0.125 -0.088 0.035
H 0.5662 -2.2863 2.8604 0.294 -0.051 -0.670 0.105
H -10.9827 -10.1099 -0.7404 -0.020 0.553 -0.514 0.070
H -3.6206 -1.3426 9.4549 -0.374 0.043 0.543 0.052
H 9.5528 8.1305 4.4103 0.105 -0.857 0.585 0.054
H -0.8073 -3.4643 1.0474 0.355 -0.183 -0.658 0.073
H 7.6007 6.0997 1.7011 0.365 -0.331 0.260 0.054
H -2.7366 2.5604 -5.0782 0.492 -0.331 0.117 0.052
H 1.7782 0.9936 -0.3413 -0.282 -0.302 0.380 0.088
H 10.2281 5.9359 -2.6121 0.054 -0.188 0.091 0.076
H -2.2455 3.6211 -6.3972 0.333 -0.367 -0.355 0.043
H -9.5592 -8.7369 -4.9004 0.385 0.569 0.753 0.117
H 2.9694 -7.7471 -1.0267 0.719 -0.044 -0.463 0.049
H -0.0681 6.0145 -1.8641 0.501 0.006 0.576 0.048
H 0.4621 -0.8066 3.7107 -0.017 0.073 0.195 0.101
H 10.1474 7.2763 2.9615 0.215 -0.584 0.320 0.045
H 3.3062 0.4355 0.3700 0.351 0.386 -0.365 0.085
H 3.7325 -2.0142 0.8051 0.205 -0.223 0.619 0.078
H -11.4445 -7.8043 -3.6729 0.281 0.900 0.584 0.108
H 2.7478 -0.1678 -1.2108 0.236 -0.029 -0.072 0.084
H -10.4794 -7.6084 -1.3289 0.375 -0.020 0.592 0.116
H -2.7461 -0.0654 0.1605 -0.094 -0.441 0.145 0.075
H 8.1126 3.8669 -6.3786 -0.003 -0.017 0.029 0.095
H 2.4935 -0.2841 2.4956 0.228 -0.349 -0.074 0.121
H -5.3529 2.3381 8.5080 0.174 -0.977 -0.289 0.058
H -1.6019 6.6136 -1.3244 -0.228 -0.494 0.894 0.053
H -11.1756 -11.3754 -2.8998 0.005 -0.732 0.267 0.085
H 11.3988 7.0086 -3.2161 0.051 0.423 -0.257 0.093
H 7.1273 4.8523 -7.4782 -0.859 -0.238 0.535 0.094
H 9.0787 4.0716 -4.1986 0.250 -0.937 0.173 0.088
H -9.2054 -7.3022 -2.4248 -0.070 0.027 -0.724 0.116
H 3.2649 -5.8652 -3.9529 -0.643 -0.306 0.582 0.028
H 11.1653 4.7878 -4.6589 0.066 -0.264 -0.120 0.082
H -7.9250 -7.7148 -0.0560 -0.965 -0.265 0.228 0.084
H -6.2383 5.3682 1.1436 -0.293 0.150 0.026 0.040
H 2.5296 4.2475 6.6491 -1.061 -0.938 -0.342 0.057
H 10.3081 4.9707 -6.2194 -0.104 0.207 0.276 0.066
H 9.3105 7.2734 -7.2853 -0.262 -0.403 -0.144 0.095
H -7.6543 -10.1488 -5.0666 -0.060 0.143 0.618 0.087
H 2.5038 5.7599 7.0407 -0.129 0.897 0.128 0.032
H -11.7381 -9.1087 -2.6790 0.353 -0.564 0.240 0.101
H -1.2443 0.6090 -0.3646 0.189 0.256 0.406 0.068
H -9.6717 -12.5258 -2.9887 -0.388 0.071 0.716 0.086
H -1.0640 0.2521 2.0335 0.328 0.080 0.446 0.112
H -2.9897 -0.2086 -5.8770 0.228 -0.371 0.090 0.049
H 1.2191 0.5932 1.7511 -0.295 0.012 0.165 0.114
H -7.6941 5.4478 0.0221 0.002 0.002 0.334 0.042
H 3.8217 -6.6126 -5.3112 0.252 -1.051 -0.108 0.035
H -1.8734 -3.0099 -0.3949 0.545 -0.505 -0.031 0.069
H 6.0112 4.3930 -4.6376 0.276 -0.333 -0.835 0.079
H -10.1054 -9.3659 0.5855 0.258 0.723 -0.310 0.085
H -0.3795 7.7285 -1.3873 0.668 0.013 -0.366 0.031
H 2.7177 -2.8453 -0.2597 -0.350 -0.046 -0.107 0.070
H -8.8968 -10.9489 -5.9109 -0.983 0.311 0.160 0.081
H -7.2549 -9.3395 -0.1917 0.456 0.196 -0.334 0.081
H 2.1047 -5.0201 8.9944 -0.199 0.153 -0.268 0.056
H -1.2694 5.7156 9.0503 0.176 -0.650 -0.221 0.045
H 1.4445 -3.8405 10.1544 0.965 -0.147 0.722 0.049
H 6.5329 5.1875 2.8582 -0.226 0.124 -0.453 0.034
H 2.3835 -3.0593 1.4504 -0.100 0.476 0.185 0.080
H -10.9793 -9.5624 -4.9628 -0.095 -0.960 -0.011 0.119
H -1.7992 -1.1920 -6.8778 0.516 0.554 0.386 0.057
H 9.7928 7.5772 -2.6720 -0.134 0.295 -0.661 0.091
H 1.9608 -6.6814 -1.9987 0.080 -0.093 -0.509 0.041
H 11.6019 6.0761 -5.7561 0.235 -0.206 -0.105 0.084
H -0.2722 7.0537 8.7368 0.651 -0.003 -0.456 0.044
H 1.5628 -8.3979 -1.7554 -0.196 0.134 -0.061 0.027
H 5.3399 -3.3729 7.4045 -0.161 0.978 0.259 0.049
H 5.4978 5.7255 -5.7966 -0.601 -0.485 0.269 0.081
H 10.7583 8.3237 -5.6409 0.429 -0.785 0.198 0.116
H -1.9342 -0.5361 -1.3483 -0.118 -0.913 0.094 0.067
H -1.5797 -1.3202 2.6997 -0.745 0.143 -0.666 0.110
H -3.1892 0.2212 10.3313 -0.122 -0.466 0.437 0.045
H 3.8984 -4.1995 6.9575 -0.231 -0.217 0.248 0.035
H -10.4989 -12.1402 -4.4021 -0.796 -0.100 0.047 0.090
H 6.8276 7.8127 -5.3976 0.571 0.580 0.157 0.113
H 3.6422 -2.4777 7.1076 0.951 0.351 -0.569 0.030
H -8.4600 -11.5978 -1.5322 0.345 -1.008 0.550 0.062
H -6.3342 4.3707 -0.3250 0.027 -0.028 0.061 0.029
H 1.2252 8.1915 1.6549 -0.203 0.166 0.022 0.042
H -7.3733 2.2914 3.4906 0.201 -0.711 -0.868 0.055
H -3.4713 2.3149 -6.6093 -0.047 0.295 -0.365 0.037
H 8.6471 5.3292 -7.2665 0.624 -0.359 0.261 0.064
H -5.7977 2.9793 2.7015 -0.076 -0.938 -0.291 0.050
H -3.5402 0.2090 8.6720 -0.326 -0.037 -0.260 0.049
H -0.5231 8.2060 2.1460 0.139 -0.040 0.057 0.054
H 8.6707 8.0770 2.9874 -0.533 -0.204 -0.042 0.034
H 6.5676 6.9880 2.8149 -0.070 -0.072 0.201 0.049
H -8.0428 -11.8507 -4.8034 0.439 -0.033 0.352 0.076
H -4.4215 2.1167 10.0244 0.252 0.186 -0.290 0.024
H 9.3961 8.6983 -4.6921 0.017 -0.399 0.796 0.107
H -7.2308 -8.0581 -1.5409 0.757 -0.579 0.003 0.083
H -6.0333 2.6376 10.0486 -0.611 -0.669 0.245 0.035
H 1.2405 5.4447 5.9200 -0.253 -0.842 -0.062 0.055
H 6.8582 7.3005 -7.0447 -0.208 -0.449 -0.036 0.110
H 8.7403 8.8374 -6.9999 -0.155 0.266 0.343 0.104
```
Forces are in eV/Å.


C4H12NO | the ωB97M-V functional and the def2-TZVPD basis

E   -7873.117 eV
Spin multiplicity   1
LUMO level   -3.35 eV
Energy relative to the best compared isomer or geometry (same formula, charge and spin)   1.174 eV
HOMO   -12.870 eV
Net charge   +1
Kohn-Sham gap   9.515 eV

```
18
Properties=species:S:1:pos:R:3:forces:R:3:nbo_charge:R:1
O 0.2561 1.3416 0.7271 -0.115 -0.633 -0.025 -0.741
N -0.7878 0.3170 -1.7076 0.314 0.242 -0.005 -0.689
C 0.4439 -2.2428 1.9485 0.602 0.103 -0.150 -0.635
C 0.6697 0.1669 1.3556 -0.100 -0.056 0.039 0.106
C 0.0047 -0.9742 1.2795 -0.287 -0.055 0.257 -0.269
C -0.4368 1.0756 -2.9516 -0.004 0.805 0.451 -0.421
H 0.7426 2.0671 1.1216 -0.007 0.344 -0.082 0.514
H -0.4598 0.8092 -0.8509 0.107 0.191 -0.058 0.475
H 1.2650 -2.0518 2.6395 -0.054 0.020 0.076 0.225
H -0.9372 2.0382 -2.8689 -0.146 -0.090 -0.300 0.235
H -0.9732 -1.0230 0.8106 -0.026 0.207 -0.213 0.186
H -1.7997 0.2049 -1.5998 0.231 -0.330 -0.167 0.440
H -0.2946 -0.5738 -1.7030 -0.363 -0.307 0.112 0.441
H 1.5823 0.2623 1.9253 0.155 -0.007 -0.003 0.194
H 0.6275 1.2888 -2.9497 0.091 -0.272 0.021 0.239
H -0.3639 -2.7224 2.4939 -0.088 0.032 -0.010 0.235
H 0.8359 -2.9499 1.2136 -0.178 -0.088 0.011 0.224
H -0.7235 0.5359 -3.8445 -0.132 -0.105 0.046 0.242
```
Forces are in eV/Å.